# 1
# C70H74N5P2Pd

A structure of composition C70H74N5P2Pd (ωB97M-V/def2-TZVPD, the Open Molecules 2025 dataset).

Structure (ORCA input):
```
! wB97M-V def2-TZVPD RIJCOSX def2/J DEFGRID3
* xyz 1 1
C 3.3432 -3.0916 -1.0562
C 4.1618 -3.6963 -2.1760
C 5.6174 -3.9002 -1.8245
N 4.1757 -2.8470 -3.3638
N 5.3385 -2.3924 -3.7970
N 5.0647 -1.7908 -4.9778
C 6.0205 -0.7595 -5.4614
C 7.4058 -1.3672 -5.4649
C 5.9290 0.4628 -4.5610
C 3.7292 -1.8410 -5.2581
C 3.2231 -1.3215 -6.5153
C 2.2606 -0.2861 -6.5768
C 1.9385 0.2873 -7.8053
C 2.4913 -0.2110 -8.9911
C 3.3832 -1.2914 -8.9494
C 3.7527 -1.8370 -7.7277
C 3.1042 -2.4780 -4.1756
C 1.7494 -2.6609 -3.9018
H 3.4299 -3.7106 -0.1516
H 3.7170 -2.0877 -0.8123
H 2.2862 -3.0165 -1.3289
H 3.6966 -4.6409 -2.4889
H 5.7076 -4.5662 -0.9642
H 6.1623 -4.3302 -2.6676
H 6.0912 -2.9452 -1.5765
H 5.6947 -0.5241 -6.4775
H 8.1599 -0.5755 -5.5285
H 7.5551 -1.9431 -4.5482
H 7.5337 -2.0243 -6.3297
H 6.7108 1.1864 -4.8165
H 4.9544 0.9544 -4.6634
H 6.0692 0.1540 -3.5169
H 1.8121 0.0543 -5.6400
H 1.2455 1.1281 -7.8394
H 2.2213 0.2297 -9.9510
H 3.7901 -1.7062 -9.8718
H 4.4406 -2.6848 -7.6770
H 1.0645 -2.1245 -4.5443
H 1.4555 -3.4453 -3.2193
C 3.3230 4.9629 -1.7036
N 1.9145 4.6716 -1.9003
C 1.2254 5.6506 -2.7181
C 1.3132 3.4841 -1.5839
C 0.0052 3.2275 -2.0697
C -0.6806 2.0873 -1.6964
C -0.1272 1.1842 -0.7725
C -0.8860 -0.0030 -0.3246
C -2.0752 -0.4262 -1.0568
C -2.4520 -1.7276 -1.2997
C -2.1156 -2.8635 -0.4748
C -0.7796 -3.2620 -0.2664
C -0.4695 -4.4197 0.4236
C -1.4992 -5.2266 0.9762
N -1.1946 -6.3849 1.6303
C -2.2045 -7.1923 2.2841
C 0.1663 -6.8835 1.7017
C -2.8459 -4.7875 0.8338
C -3.1370 -3.6451 0.1188
Pd -1.7852 0.7478 1.4720
P -2.8706 2.7063 1.5565
C -4.2506 2.6626 2.7238
C -4.3366 3.5312 3.8215
C -5.4137 3.4498 4.7000
C -6.4124 2.4927 4.4994
C -6.3068 1.5890 3.4373
C -5.2270 1.6664 2.5579
C -1.7801 4.0710 1.9934
C -2.2884 5.3453 2.3058
C -1.4114 6.3821 2.6253
C -0.0306 6.1749 2.5698
C 0.4775 4.9277 2.1960
C -0.3926 3.8726 1.9312
C -3.5506 3.1606 -0.0645
C -3.0565 4.2700 -0.7747
C -3.5429 4.5535 -2.0506
C -4.5218 3.7397 -2.6286
C -4.9949 2.6226 -1.9380
C -4.4934 2.3178 -0.6724
P -1.3760 -0.1836 3.4634
C 0.4009 -0.5020 3.4271
C 1.2967 0.2870 4.1646
C 2.6696 0.0901 4.0088
C 3.1518 -0.8668 3.1105
C 2.2577 -1.6333 2.3529
C 0.8831 -1.4607 2.5185
C -1.7689 0.8295 4.9159
C -2.5528 0.3208 5.9665
C -2.9145 1.1451 7.0326
C -2.4984 2.4787 7.0672
C -1.7263 2.9938 6.0222
C -1.3633 2.1737 4.9544
C -2.1374 -1.8035 3.7336
C -1.4317 -2.9355 4.1827
C -2.1221 -4.1179 4.4575
C -3.5109 -4.1773 4.3065
C -4.2057 -3.0692 3.8118
C -3.5229 -1.8895 3.5201
C 1.1734 1.4348 -0.2834
C 1.9017 2.5356 -0.6972
H 3.7771 4.3331 -0.9326
H 3.8924 4.8451 -2.6434
H 3.4121 6.0188 -1.4092
H 0.2079 5.8170 -2.3463
H 1.7827 6.5900 -2.6640
H 1.1679 5.3331 -3.7703
H -0.4742 3.9375 -2.7464
H -1.6772 1.9126 -2.0957
H -0.2758 -0.7760 0.1511
H -2.7189 0.3775 -1.4399
H -3.1880 -1.9020 -2.0857
H 0.0195 -2.6744 -0.7135
H 0.5721 -4.7294 0.5247
H -2.9711 -7.5341 1.5732
H -1.6975 -8.0633 2.7135
H -2.7075 -6.6415 3.0921
H 0.7745 -6.3005 2.4145
H 0.1331 -7.9237 2.0486
H 0.6595 -6.8474 0.7182
H -3.6536 -5.3653 1.2892
H -4.1697 -3.3117 0.0082
H -3.5681 4.2801 3.9929
H -5.4678 4.1400 5.5432
H -7.2678 2.4450 5.1751
H -7.0685 0.8245 3.2776
H -5.1444 0.9539 1.7369
H -3.3649 5.5213 2.3150
H -1.8125 7.3539 2.9148
H 0.6568 6.9859 2.8129
H 1.5506 4.7564 2.1122
H -0.0022 2.8820 1.6783
H -2.2865 4.9016 -0.3308
H -3.1503 5.4139 -2.5931
H -4.9007 3.9660 -3.6255
H -5.7500 1.9730 -2.3799
H -4.8269 1.4163 -0.1602
H 0.9123 1.0250 4.8677
H 3.3641 0.6835 4.6028
H 4.2265 -1.0226 2.9997
H 2.6239 -2.3847 1.6511
H 0.1769 -2.0652 1.9418
H -2.8596 -0.7252 5.9471
H -3.5182 0.7380 7.8448
H -2.7749 3.1191 7.9065
H -1.3961 4.0349 6.0379
H -0.7670 2.5855 4.1352
H -0.3563 -2.8809 4.3532
H -1.5733 -4.9898 4.8207
H -4.0581 -5.0808 4.5874
H -5.2861 -3.1146 3.6685
H -4.0607 -1.0145 3.1483
H 1.5880 0.7517 0.4552
H 2.9137 2.6916 -0.3253
*
```

Results
LUMO level in eV: -3.90
Strongest force on any atom in hartree/bohr: 0.0543
Energy relative to the best compared isomer or geometry (same formula, charge and spin) in kcal per mole: 15.3
Highest occupied orbital energy in eV: -7.413



# 2
# C3H7ClO2

A cluster of 2 separate species, C3H7ClO2 in total (ωB97M-V/def2-TZVPD, the Open Molecules 2025 dataset).

Structure (ORCA input):
```
! wB97M-V def2-TZVPD RIJCOSX def2/J DEFGRID3
* xyz 0 1
C -0.7106 0.2229 -1.4395
C 0.1287 0.0017 0.9282
C 0.3675 0.5404 -0.4239
O 1.4685 0.9598 -0.7504
O 3.2913 -1.0032 0.6773
Cl 3.7962 0.0982 1.9120
H 3.2739 -0.3449 -0.0635
H -0.5991 -0.8402 -1.8103
H -0.7712 0.8158 -2.3737
H 0.0131 0.7407 1.7593
H 1.0941 -0.5761 1.1700
H -0.6175 -0.7653 0.7159
H -1.6233 0.3739 -0.9177
*
```

Results
LUMO level in eV: 0.02
Strongest force on any atom in hartree/bohr: 0.0486
SMILES string: CC(C)=O.OCl
Energy relative to the best compared isomer or geometry (same formula, charge and spin) in kcal per mole: 63.2
Highest occupied orbital energy in eV: -9.871



# 3
# C30H50P2TeW

A structure of composition C30H50P2TeW (ωB97M-V/def2-TZVPD, the Open Molecules 2025 dataset).

Structure (ORCA input):
```
! wB97M-V def2-TZVPD RIJCOSX def2/J DEFGRID3
* xyz 2 3
W -0.9809 0.3822 -1.7585
C -2.4166 1.6744 -0.6122
C -3.2113 0.8436 -1.4908
C -2.2712 -0.5330 0.1229
C -1.8986 0.8181 0.4331
C -3.0720 -0.5217 -1.0656
C -2.2972 3.1594 -0.6999
H -2.4640 3.5175 -1.7210
H -1.3023 3.4988 -0.3896
H -3.0341 3.6499 -0.0478
C -1.2954 1.2917 1.7071
H -0.7525 2.2312 1.5591
H -0.5869 0.5507 2.1046
H -2.0636 1.4596 2.4883
C -1.9986 -1.7222 0.9736
H -2.6591 -1.7476 1.8561
H -0.9703 -1.7007 1.3475
H -2.1399 -2.6630 0.4302
C -3.7191 -1.7137 -1.6965
H -4.7297 -1.4722 -2.0391
H -3.7824 -2.5386 -0.9772
H -3.1601 -2.0903 -2.5628
C -4.1028 1.3411 -2.5707
H -5.0468 1.7281 -2.1558
H -4.3603 0.5462 -3.2750
H -3.6496 2.1579 -3.1398
C 0.9909 0.7969 -2.0689
C 0.1352 1.8335 -2.6738
C -0.0735 1.8953 -4.1731
C -0.9728 0.7706 -4.7316
C -1.5010 -0.1732 -3.6754
C -0.6311 -1.1717 -3.0466
C 0.8110 -1.3098 -3.4825
C 1.7243 -0.1821 -2.9496
H 0.8860 1.9340 -4.7210
H -0.4416 0.2330 -5.5331
H -0.5472 2.8592 -4.4127
H 2.2159 0.3287 -3.7909
H 1.5092 1.0310 -1.1386
H 0.1769 2.8219 -2.2070
H 2.5492 -0.6328 -2.3804
H 1.2040 -2.2697 -3.1203
H -1.1228 -2.1009 -2.7386
H 0.8872 -1.3524 -4.5857
H -1.8351 1.2419 -5.2393
H -2.5179 -0.5262 -3.8781
P 2.5524 2.2539 1.3678
C 2.2333 3.4331 2.7285
H 3.0843 4.1348 2.7872
H 2.1051 2.9494 3.7004
H 1.3187 3.9996 2.4985
C 4.3742 2.1026 1.3056
H 4.8209 3.0828 1.5244
H 4.6837 1.7801 0.2994
H 4.7335 1.3686 2.0376
C 2.1823 3.3364 -0.0595
H 2.2190 2.7853 -1.0062
H 2.9144 4.1614 -0.1164
H 1.1781 3.7752 0.0528
P 1.3008 -3.2649 0.7930
C 0.1614 -4.2952 -0.2275
H 0.7086 -5.0845 -0.7655
H -0.3481 -3.6458 -0.9558
H -0.5960 -4.7543 0.4233
C 2.7665 -3.2543 -0.3343
H 2.4685 -2.9633 -1.3539
H 3.2260 -4.2550 -0.3416
H 3.4946 -2.5293 0.0519
C 1.8661 -4.5626 1.9733
H 2.5505 -5.2615 1.4793
H 0.9902 -5.0999 2.3667
H 2.3846 -4.0506 2.7976
Te 2.0376 -0.1775 1.9813
C 1.1033 -0.3258 3.9371
C 0.2411 -1.4099 4.2072
C -0.5026 -1.4194 5.3963
C -0.3649 -0.3719 6.3144
C 0.5324 0.6752 6.0740
C 1.3194 0.6642 4.9124
H 0.1665 -2.2308 3.4874
H -1.1815 -2.2469 5.6042
H -0.9442 -0.3811 7.2333
H 0.6376 1.4926 6.7922
H 2.1002 1.4145 4.7609
*
```

Results
LUMO level (alpha / beta) in eV: -6.51 / -8.02
Strongest force on any atom in hartree/bohr: 0.0823
Energy relative to the best compared isomer or geometry (same formula, charge and spin) in kcal per mole: 0.0
⟨S²⟩: 2.006
Highest occupied orbital energy (alpha / beta) in eV: -13.133 / -13.200